Record 1
CH5N2O2 as an isolated structure. Source: OMol25; level of theory: wB97M-V/def2-TZVPD.

The geometry in XYZ format:
```
10
Properties=species:S:1:pos:R:3:mulliken_charge:R:1
H -1.54 0.57 -0.78 0.36
H -0.37 -1.83 -0.34 0.29
C 0.73 -0.24 -0.07 0.78
O 1.83 0.41 0.31 -0.21
H -1.46 1.15 0.77 0.35
N -0.83 0.97 -0.08 -0.71
H 0.26 -1.73 1.26 0.29
H -0.47 1.93 -0.31 0.34
N 0.32 -1.41 0.29 -0.31
O 1.52 0.17 -1.05 -0.20
```

Multiplicity   3
HOMO (alpha / beta)   -0.443 / -0.614 hartree
Kohn-Sham gap (alpha / beta)   7.84 / 9.54 eV
E_tot   -300.51069 hartree
ΔE to the lowest compared entry with this formula, charge and spin   225.3 kJ/mol
Charge   +1

Record 2
A 13-piece molecular cluster, C44H119N13O13 overall. Source: OMol25; level of theory: wB97M-V/def2-TZVPD.

The geometry in XYZ format:
```
189
Properties=species:S:1:pos:R:3:mulliken_charge:R:1
C -3.65 5.25 0.43 -1.60
H -4.64 5.17 -0.03 0.21
C -0.38 -3.24 7.62 -1.74
O -0.35 1.67 5.61 -0.20
O -3.52 -1.89 -3.69 -0.74
C 3.87 1.41 -3.10 -0.24
H 2.75 0.53 7.31 0.26
H 2.05 -2.11 6.56 0.40
H 0.61 -7.97 2.31 0.34
C 3.29 -0.42 4.01 0.26
H 4.27 -1.76 0.52 -0.36
H 1.15 2.73 -4.09 -0.20
C 1.43 -0.97 0.00 0.60
H -1.52 1.87 7.35 0.36
C -6.56 2.02 -0.68 -0.81
H -6.32 -3.18 -0.99 0.30
H 2.92 0.97 -2.70 0.07
C -1.34 1.93 -1.50 -0.03
C -5.71 -2.28 -0.88 -1.13
H -0.99 -0.30 -3.92 -0.08
H 0.09 -7.74 0.62 0.39
H 1.58 7.59 -0.73 0.31
H -3.25 6.29 0.42 0.38
H 4.08 2.41 -2.70 0.25
C -0.73 2.93 -5.31 0.09
H 7.01 0.53 -2.82 0.30
H 0.09 -3.27 4.87 0.02
C 3.68 -1.90 4.40 0.45
H -4.63 1.90 -3.30 -0.05
H -2.62 -4.97 4.54 0.29
H 2.49 4.10 -2.75 -0.20
O 4.65 -3.33 -0.69 0.06
H 0.95 1.80 -5.62 0.34
H 2.43 -1.44 0.27 -1.60
H -8.44 3.45 -4.30 0.26
C -6.70 2.72 -3.48 0.43
H 4.35 -3.26 1.42 0.46
H -1.02 1.40 -0.59 -0.07
O -1.06 3.32 -1.57 0.63
H -5.96 4.51 -2.78 0.28
C 0.17 -5.77 1.73 0.97
H -6.39 1.09 -1.20 0.24
H -1.66 -6.50 2.27 0.45
C -0.83 1.03 3.41 2.02
C 1.15 -1.41 6.68 0.93
N -1.39 4.31 1.06 -0.38
H -7.12 4.20 -4.95 0.27
H -2.05 4.38 -5.26 0.29
H -1.71 -2.25 0.62 0.24
H 1.88 6.21 -5.96 0.29
H 3.31 0.49 -6.24 0.38
H 2.57 7.30 -4.70 0.37
H -0.44 0.05 3.76 -1.32
C 0.25 1.98 2.77 -0.97
H 0.18 6.20 -2.36 -0.02
C -0.71 2.35 6.80 -0.96
H 1.10 6.27 -0.24 0.14
H 4.33 -5.12 0.19 0.18
C 3.40 -5.30 -2.57 -0.90
H -1.91 2.58 4.61 0.44
H -0.19 2.89 2.34 0.11
H -0.72 1.51 -2.28 -0.48
H 3.18 -0.92 8.33 0.33
H 0.98 7.66 -2.83 0.36
C -1.11 -1.50 0.14 0.17
H 3.11 -4.24 -2.84 -0.01
C -0.97 -5.79 2.74 -1.42
H -7.53 4.00 -1.93 0.37
H -6.23 -1.69 -0.14 0.31
C 4.92 0.59 -1.12 -0.87
H 4.05 -0.53 -4.95 0.23
O -4.35 -3.16 0.90 -0.64
H 3.20 -0.36 2.89 -0.16
H -0.73 -1.60 -5.13 0.59
H 5.05 -7.29 -2.64 0.27
H -1.37 -3.72 7.51 0.39
H -5.36 1.55 -4.78 0.26
H 4.04 -0.02 -0.95 -0.20
C 1.69 -1.90 -2.16 -1.31
H -0.89 -2.05 -3.44 -0.06
C 5.07 0.63 -2.64 0.49
H 2.45 -2.57 -1.68 0.19
H 2.68 4.10 -0.97 0.52
C -1.45 1.54 4.72 -0.99
C 3.41 0.33 -5.17 -0.27
H 1.31 3.48 -5.64 0.41
H -3.48 -2.94 -2.10 0.39
N -1.22 4.07 -4.79 0.01
N -3.12 -0.46 -5.39 -0.27
N 2.88 -2.82 3.76 0.37
C 1.04 6.55 -2.85 -0.46
H 4.84 -7.13 -0.97 0.24
N -1.80 0.70 2.36 -0.23
C 0.35 -1.88 0.51 1.64
H 0.61 -2.86 0.10 0.14
C 0.73 2.72 -5.13 -0.28
N -0.39 -2.48 5.16 -0.09
C 4.98 -4.67 -0.63 -0.75
H 2.40 0.54 8.91 0.34
N 6.31 1.25 -3.02 -0.75
O -1.44 2.14 -5.93 -0.73
H 5.45 -4.79 -2.73 0.12
H -0.36 -2.80 8.59 0.42
C -2.59 4.18 0.21 1.03
H -4.08 -0.50 -5.70 0.29
C 4.80 -5.37 -2.01 0.53
H -1.22 -0.50 0.55 -0.93
H -3.99 5.05 1.44 0.46
H -0.64 4.85 -4.50 0.10
H 4.92 -0.40 -2.92 0.32
H 0.98 2.22 3.49 0.58
C 2.18 6.06 -1.92 0.26
H 5.88 -2.44 0.77 0.34
H -2.18 0.80 5.09 0.37
H 2.39 0.17 -4.72 -0.20
C -5.32 2.34 -4.06 -1.04
H -7.59 2.39 -0.65 0.39
C -4.42 -2.85 -0.29 0.82
N -7.51 3.30 -4.66 -0.77
H -2.46 0.01 2.74 0.30
H -3.06 3.65 -1.77 -0.11
C -2.19 4.13 -1.30 -1.08
N -3.52 -3.24 -1.17 -0.19
H 1.63 -7.21 1.15 0.41
H 0.19 2.29 7.44 0.22
C 0.60 -7.22 1.50 -1.72
H -3.01 3.19 0.44 -0.11
O 1.15 -0.82 7.94 -0.44
H 2.91 5.59 -4.67 0.27
H 6.39 1.52 -3.97 0.27
H 2.67 -5.89 -1.96 0.17
H -0.76 -6.15 3.73 0.52
N 5.24 -6.73 -1.81 -0.66
H -2.44 -0.08 -6.00 0.16
H 1.33 0.09 0.41 -1.14
C -6.55 3.70 -2.32 -0.87
C -2.72 -1.33 -4.43 0.27
H 2.07 -1.44 -3.04 0.33
H -3.20 -3.59 3.52 0.30
O 0.99 6.09 -4.18 -0.31
H 0.20 -1.11 2.37 -1.51
C -1.23 -1.35 -4.20 -0.27
C 4.83 -2.70 0.62 -0.39
N 0.47 -1.96 1.95 2.24
H 2.16 -2.53 3.12 -0.43
H 3.05 -3.81 3.90 0.17
H 4.85 1.57 -0.64 0.23
H -2.34 1.73 -1.89 0.02
H -2.01 5.08 -1.69 0.59
C 2.17 6.30 -4.93 -0.86
O 3.87 1.55 -4.52 -0.49
H -1.34 -2.71 4.97 0.16
H 5.82 0.06 -0.75 0.40
H -1.35 -1.57 -0.91 -0.21
H 0.86 -2.54 -2.51 0.31
O -1.56 -4.52 2.80 0.27
H -2.33 1.53 2.28 0.12
H -1.01 3.40 6.71 0.36
H 3.40 -5.83 -3.53 0.44
N 1.93 6.66 -0.63 -0.81
C -2.80 -4.57 3.51 -1.10
H 0.45 -3.96 7.49 0.35
H 1.77 -5.25 2.84 0.25
H -0.58 3.82 0.76 0.20
H 3.13 6.41 -2.24 0.47
H -3.51 -5.21 3.01 0.34
C 2.16 4.53 -1.83 0.11
H -2.72 -3.68 -0.77 0.05
H 0.77 1.50 1.94 -0.08
H -0.85 -1.25 6.76 0.16
H 1.20 -0.66 5.86 -1.03
C -0.17 -2.11 6.57 0.07
H -6.12 1.88 0.36 0.16
H 6.00 -4.81 -0.23 0.32
H 4.11 0.29 4.19 0.46
H -7.21 1.84 -3.17 0.47
H -0.28 -2.51 2.38 -0.23
O -5.81 3.11 -1.28 -0.01
O 4.54 -2.16 5.21 -0.70
H 2.28 -0.18 4.42 -0.43
H -0.30 -5.40 0.86 0.02
H 1.15 4.14 -1.73 -0.42
H -1.09 5.21 1.42 0.17
N 1.38 -5.03 1.95 -0.11
H -4.89 3.20 -4.49 0.43
O 1.38 -0.78 -1.38 1.38
H 1.27 -4.05 1.93 -0.40
H -5.54 -1.89 -1.89 0.32
C 2.41 -0.15 8.09 -0.77
```

Multiplicity   1
HOMO   -0.324 hartree
Kohn-Sham gap   9.34 eV
E_tot   -3437.62649 hartree

Record 3
A 2-piece molecular cluster, C3H6NO3 overall. Source: OMol25; level of theory: wB97M-V/def2-TZVPD.

The geometry in XYZ format:
```
13
Properties=species:S:1:pos:R:3:mulliken_charge:R:1
H -3.09 1.42 -0.02 0.39
O -1.19 1.50 0.48 -0.65
C 1.28 0.57 -0.79 -0.07
H 1.10 0.17 1.29 0.21
N 0.34 -1.47 0.09 -0.77
H 2.26 -0.88 0.47 0.36
O 2.08 1.48 -0.91 -0.56
H 0.54 0.42 -1.59 0.39
C -2.15 0.82 0.05 -0.01
H 0.36 -2.12 0.88 0.19
C 1.29 -0.38 0.36 -0.20
H -0.66 -1.14 -0.02 0.46
O -2.17 -0.39 -0.29 -0.75
```

Multiplicity   1
HOMO   -0.168 hartree
Kohn-Sham gap   8.77 eV
E_tot   -398.43994 hartree
ΔE to the lowest compared entry with this formula, charge and spin   142.1 kJ/mol
Charge   -1

Record 4
A 2-piece molecular cluster, C3H8N2 overall. Source: OMol25; level of theory: wB97M-V/def2-TZVPD.

The geometry in XYZ format:
```
13
Properties=species:S:1:pos:R:3:mulliken_charge:R:1
H 2.37 -4.07 -0.34 0.25
N -4.67 2.90 1.73 -0.47
H -3.66 4.65 2.19 0.22
H 1.89 -1.17 -1.33 0.21
H 0.93 -3.27 -0.98 0.18
N 3.85 -1.77 -1.55 -0.46
H -5.46 3.23 2.29 0.25
H 4.54 -2.20 -0.95 0.23
C 2.55 -2.00 -1.06 0.09
H -3.39 3.95 0.51 0.22
C 1.96 -3.13 -0.68 -0.75
C -3.84 3.82 1.50 -0.21
H 4.02 -0.81 -1.78 0.23
```

Multiplicity   1
HOMO   -0.305 hartree
Kohn-Sham gap   9.42 eV
E_tot   -228.51389 hartree
ΔE to the lowest compared entry with this formula, charge and spin   353.8 kJ/mol

Record 5
A 2-piece molecular cluster, CH5S2 overall. Source: OMol25; level of theory: wB97M-V/def2-TZVPD.

The geometry in XYZ format:
```
8
Properties=species:S:1:pos:R:3:mulliken_charge:R:1
S -0.20 1.84 -1.30 -0.85
S -0.04 -1.66 0.45 -0.28
H 1.11 1.97 -1.53 -0.04
H -0.15 -0.59 -0.41 0.11
H -0.25 0.42 1.78 0.26
C 0.23 -0.54 1.89 -0.68
H -0.08 -1.07 2.79 0.25
H 1.31 -0.39 1.88 0.23
```

Multiplicity   1
HOMO   -0.104 hartree
Kohn-Sham gap   6.47 eV
E_tot   -837.50020 hartree
ΔE to the lowest compared entry with this formula, charge and spin   6.5 kJ/mol
Charge   -1

Record 6
C31H38BaNOPSi as an isolated structure. Source: OMol25; level of theory: wB97M-V/def2-TZVPD.

The geometry in XYZ format:
```
74
Properties=species:S:1:pos:R:3:mulliken_charge:R:1
C 0.66 2.05 4.89 -0.66
C 0.76 -2.36 3.25 0.68
H 0.45 0.05 -2.74 -0.29
C -1.71 -0.56 -1.70 1.88
H -2.59 1.88 -3.42 0.29
C -4.16 -0.87 -1.84 -0.80
C -2.68 -2.29 -3.11 -0.55
C 4.02 1.23 1.14 -0.88
C 2.99 -1.30 0.52 -0.36
C -0.45 2.84 4.58 -0.62
H 0.92 1.55 0.13 -0.15
C -1.55 -1.61 -2.64 -0.79
C 0.91 0.88 4.16 -0.04
H -0.71 -1.56 4.63 0.42
Si 0.51 -1.00 2.02 -0.55
Ba -0.20 0.60 -0.92 1.99
C -0.20 -1.99 -3.22 -1.29
C 1.78 0.50 -5.24 -0.92
H 2.69 -0.12 -5.08 0.33
O -0.52 -1.23 0.77 -0.54
H -5.16 -0.55 -1.55 0.40
C -3.04 -0.17 -1.35 -0.40
C 0.69 -0.75 -3.49 -0.15
C -3.98 -1.95 -2.70 -0.78
H 1.55 -4.90 6.07 0.38
C 2.03 -4.25 4.08 -0.68
H 4.82 -1.57 -0.60 0.44
H 2.82 -4.98 3.94 0.40
C -3.23 1.10 -0.53 -1.32
H 1.32 2.34 5.69 0.40
C 4.24 -0.90 0.03 -0.97
H -1.73 3.48 0.95 0.07
C 2.23 -0.45 1.34 0.50
H -0.65 0.73 -6.22 0.44
H 1.24 1.65 -0.64 0.18
H -0.22 -3.19 6.40 0.38
H 4.42 2.21 1.37 0.41
H 0.36 -2.64 -2.53 0.39
C 1.76 -3.33 3.07 -0.48
C -1.97 3.74 -0.09 -0.99
H -1.66 1.03 2.00 0.86
C 0.32 -3.24 5.47 -0.77
N 0.60 -0.27 -4.86 -0.17
C -2.48 2.78 -2.79 -1.38
H -0.36 -2.55 -4.15 0.37
P -1.88 2.22 -1.14 0.87
H -1.23 4.48 -0.45 0.37
H -4.24 1.53 -0.65 0.56
H -3.04 0.94 0.55 0.24
H -3.44 3.30 -2.72 0.41
H 1.79 0.29 4.40 0.52
C 2.78 0.83 1.63 0.27
H 5.73 0.67 -0.03 0.38
C -1.03 1.31 2.80 -0.75
H 2.61 -2.27 0.24 0.50
H -2.54 -3.11 -3.83 0.33
H -0.64 3.75 5.14 0.38
H 1.74 -1.06 -3.31 0.49
H 1.73 0.77 -6.31 0.32
C 1.32 -4.20 5.28 -0.48
C 0.07 0.51 3.08 -0.02
H -4.84 -2.51 -3.08 0.36
H -1.73 3.44 -3.25 0.37
H 1.90 1.44 -4.65 0.25
C 4.76 0.36 0.35 -0.51
H -2.98 4.19 -0.13 0.36
H -2.16 3.08 3.29 0.53
H -1.50 -0.19 -4.96 0.20
H -0.75 1.38 -4.55 0.04
C 0.05 -2.32 4.46 -0.06
C -0.63 0.45 -5.16 -0.70
C -1.30 2.46 3.54 -0.38
H 2.35 -3.36 2.17 0.15
H 2.26 1.57 2.22 0.31
```

Multiplicity   1
HOMO (alpha / beta)   -0.209 / -0.209 hartree
Kohn-Sham gap (alpha / beta)   5.49 / 5.49 eV
E_tot   -1989.98834 hartree
ΔE to the lowest compared entry with this formula, charge and spin   916.7 kJ/mol

Record 7
A 11-piece molecular cluster, C15H52N2O11 overall. Source: OMol25; level of theory: wB97M-V/def2-TZVPD.

The geometry in XYZ format:
```
80
Properties=species:S:1:pos:R:3:mulliken_charge:R:1
H 9.25 19.98 16.83 0.56
H 18.10 23.69 13.84 0.22
O 10.70 26.45 17.05 -0.61
C 9.81 24.17 19.84 1.02
N 14.97 23.25 17.40 -0.02
C 10.26 21.40 22.59 -1.64
C 14.17 19.50 20.59 -1.45
H 12.52 19.63 16.10 -0.09
H 10.16 19.31 18.02 0.20
C 11.29 25.38 16.49 -0.17
H 14.37 18.59 18.68 0.04
H 12.02 21.71 14.75 0.10
C 8.81 25.39 19.94 -1.40
C 10.71 21.01 21.21 0.72
H 11.75 16.78 16.17 0.29
H 13.52 19.29 21.40 0.54
O 15.65 20.23 15.42 -0.45
H 9.39 23.36 19.18 0.01
H 13.50 17.62 19.83 0.43
O 16.63 19.99 18.96 -0.46
C 14.19 22.47 18.12 -0.24
C 13.67 18.67 19.46 0.02
H 10.99 18.80 15.62 0.46
O 13.26 22.93 19.11 -0.80
H 14.81 20.81 17.02 -0.16
H 7.79 20.85 18.13 0.35
O 8.56 20.61 18.62 -0.52
H 14.88 20.29 14.85 0.21
H 11.68 21.42 21.02 0.12
H 11.59 21.06 17.18 -1.39
H 9.90 23.72 20.84 -0.31
O 12.53 19.30 18.94 -0.51
H 10.94 21.71 18.61 -0.56
H 18.70 19.90 18.89 0.21
O 17.14 22.69 15.45 -0.59
H 10.69 26.23 18.00 0.35
O 10.98 24.68 19.32 -0.52
H 9.26 26.22 20.55 0.30
H 12.47 18.53 14.81 0.50
O 10.84 19.61 21.00 -0.74
H 15.96 18.22 15.22 0.42
O 12.18 17.51 16.54 -0.53
H 12.23 22.87 16.01 -0.48
H 15.15 19.14 20.92 0.41
H 16.43 18.86 16.80 0.24
H 7.78 25.22 20.25 0.39
H 10.13 22.48 22.66 0.33
H 15.94 20.59 18.64 0.27
C 9.63 20.22 17.77 -1.18
H 9.98 21.33 20.49 -0.03
H 11.33 19.39 20.18 0.36
C 12.52 22.70 15.00 0.07
H 14.71 18.62 16.21 -0.24
H 12.34 25.29 16.85 0.13
H 9.36 20.90 22.88 0.36
C 15.69 18.92 15.96 -0.28
H 11.59 24.03 19.17 0.29
H 16.55 22.71 13.45 0.25
H 17.74 20.55 17.34 0.17
H 12.18 18.72 18.26 -0.01
C 12.04 18.65 15.77 -0.67
H 11.20 25.50 15.42 0.32
H 14.29 22.74 15.77 0.30
H 15.76 22.94 16.82 0.21
H 10.93 21.14 23.38 0.42
H 14.94 24.19 17.78 0.30
O 13.92 22.66 14.88 -0.58
H 8.66 25.81 18.89 0.33
H 10.38 22.33 17.19 0.44
H 10.72 24.48 16.73 0.07
H 12.15 23.55 14.44 0.49
H 13.66 20.46 18.22 -1.15
H 14.21 20.60 20.43 0.17
H 17.84 21.49 18.83 0.30
N 14.29 21.18 17.82 2.68
H 16.59 24.28 14.45 0.24
C 17.84 20.49 18.45 -0.61
H 16.92 21.75 15.20 0.32
C 17.10 23.35 14.18 -0.58
C 10.68 21.36 17.63 2.05
```

Multiplicity   1
HOMO   -0.333 hartree
Kohn-Sham gap   9.08 eV
E_tot   -1539.65531 hartree
ΔE to the lowest compared entry with this formula, charge and spin   223.5 kJ/mol

Record 8
C24H32Cl2N3O3Zn as an isolated structure. Source: OMol25; level of theory: wB97M-V/def2-TZVPD.

The geometry in XYZ format:
```
65
Properties=species:S:1:pos:R:3:mulliken_charge:R:1
C -3.27 -3.45 2.78 -1.00
H 0.63 3.02 -0.45 0.22
C 1.13 0.08 2.81 -0.20
C 1.44 3.02 -2.46 -0.33
H 0.66 -3.67 -1.76 0.24
C 0.30 -0.42 -4.00 -1.46
C 1.70 -3.97 -1.65 -0.99
H 1.78 -4.79 -0.93 0.31
Cl -2.26 -1.16 -1.94 -0.63
C -0.07 -0.08 6.86 -0.32
H 2.15 5.78 -4.33 0.35
C -4.79 -1.64 2.11 -0.90
H -2.07 0.38 -4.79 0.34
H -2.24 -3.77 2.66 0.25
C 1.36 5.80 -2.29 -0.31
C -2.36 -1.44 1.77 0.38
H 0.58 5.50 -0.28 0.37
C 1.65 -0.22 5.16 -0.43
C 0.93 5.02 -1.21 -0.70
C 0.12 0.89 -3.31 0.11
H 2.27 1.27 -3.39 0.18
H 1.33 6.90 -2.23 0.31
O 1.77 0.87 -1.49 -0.73
H -3.07 1.33 -3.69 0.29
C 1.48 1.49 -2.62 0.10
H 2.02 -0.49 7.27 0.35
C -2.16 1.35 -4.29 -1.51
H 0.10 -0.28 -5.08 0.44
H -3.95 -4.16 2.29 0.34
O 0.62 -1.66 -0.61 -0.54
H -2.06 0.38 6.15 0.37
H -2.31 2.12 -5.06 0.39
N 1.60 0.09 1.74 -0.44
H -0.97 2.66 -2.99 0.46
C 0.97 3.62 -1.29 0.18
C 1.86 -1.77 -0.63 0.17
H 2.11 -4.31 -2.61 0.33
C 0.69 0.05 4.18 0.65
Zn -0.68 -0.01 -0.96 1.46
H -3.52 -3.41 3.86 0.31
C -1.02 0.22 5.88 -0.62
N -3.43 -2.15 2.17 0.18
H -4.78 -0.67 1.60 0.27
C 1.27 -0.28 6.51 -0.46
H -0.37 -0.14 7.91 0.35
H 2.53 -1.01 -0.17 0.28
C -0.97 1.68 -3.46 0.48
Cl -1.18 1.48 0.52 -0.79
C -0.63 0.32 4.54 -0.21
C 1.83 5.19 -3.46 -0.63
O -1.17 -1.80 1.92 -0.62
H 2.69 -0.37 4.87 0.42
N 2.48 -2.82 -1.20 0.33
H -5.21 -1.52 3.12 0.30
C 3.93 -2.95 -1.27 -0.97
H 4.39 -1.99 -1.01 0.30
H 1.33 -0.78 -3.86 0.30
H -1.34 0.59 3.76 0.45
H 4.29 -3.72 -0.58 0.33
H -2.60 -0.49 1.27 0.08
H 2.23 3.28 -4.42 0.31
C 1.87 3.79 -3.53 -0.27
H 4.23 -3.23 -2.29 0.31
H -0.39 -1.20 -3.64 0.17
H -5.42 -2.33 1.53 0.29
```

Multiplicity   1
HOMO   -0.143 hartree
Kohn-Sham gap   6.42 eV
E_tot   -4023.54604 hartree
Charge   -1

Question: Which value of E_tot does entry 8 give?
Answer: -4023.54604 hartree